# 1
DFT (ωB97M-V/def2-TZVPD) results for 2 unconnected molecules or ions with the total composition H6NO.

Geometry as XYZ:
```
8
H6NO ωB97M-V/def2-TZVPD
O -0.180 1.538 0.118
N 0.200 -1.140 -0.089
H -0.919 1.839 0.659
H 1.128 -1.523 -0.270
H 0.136 2.311 -0.363
H 0.153 -0.112 -0.288
H -0.493 -1.627 -0.665
H -0.025 -1.287 0.899
```

Properties
Spin multiplicity: 1
Charge: +1

Atom charges from the Löwdin analysis, given in e for atoms 1 to 5: number 1, O, carries -0.033; number 2, N, carries 0.300; number 3, H, carries 0.082; number 4, H, carries 0.157; number 5, H, carries 0.085

---

# 2
DFT (ωB97M-V/def2-TZVPD) results for H6NP3 in the gas phase in a non-equilibrium geometry.

Geometry as XYZ:
```
10
H6NP3 ωB97M-V/def2-TZVPD
P -1.036 0.331 -0.803
P 1.144 1.052 0.149
P 2.431 -0.586 -0.445
N -2.558 -0.241 -0.033
H -2.986 0.486 0.518
H -2.656 -1.129 0.399
H 3.386 0.357 -0.420
H -1.240 1.598 -0.825
H 1.408 1.703 -1.077
H 2.894 -0.781 1.000
```

Properties
Spin multiplicity: 1
Charge: 0
SMILES: N[PH]#[PH]P

Atom charges from the Löwdin analysis, given in e for atoms 1 to 5: number 1, P, carries 0.558; number 2, P, carries 0.183; number 3, P, carries 0.332; number 4, N, carries -0.293; number 5, H, carries -0.003

---

# 3
DFT (ωB97M-V/def2-TZVPD) results for 3 unconnected molecules or ions with the total composition H6O2S2 in a non-equilibrium geometry.

Geometry as XYZ:
```
10
H6O2S2 ωB97M-V/def2-TZVPD
S 0.171 -1.010 2.328
S 1.445 0.582 2.022
O -0.169 -1.248 -1.750
O -0.888 1.959 -0.812
H 2.310 0.141 1.119
H -1.488 1.203 -0.848
H -0.058 -2.217 -1.801
H -1.033 -0.401 2.260
H 0.121 -0.979 -0.866
H -0.411 1.971 -1.651
```

Properties
Spin multiplicity: 1
Charge: 0
SMILES: SS.O.O

Atom charges from the Löwdin analysis, given in e for atoms 1 to 5: number 1, S, carries 0.213; number 2, S, carries 0.233; number 3, O, carries -0.079; number 4, O, carries -0.073; number 5, H, carries -0.215

---

What are the E_tot values for these records? In order: -3628.575 -29451.559 -25862.439 eV.
What are the lowest unoccupied orbital energy values for these records? In order: -4.036 0.358 0.217 eV.